Entry 1:
18
Properties=species:S:1:pos:R:3 method="wB97M-V/def2-TZVPD" de_lowest_kcal_mol=49.2 gap_ev=9.1016 charge=0 smiles="c1cc[nH]c1.C=C1CS1"
C 0.46 2.44 -0.08
C -0.33 1.60 -0.84
C -1.11 0.84 0.03
N -0.71 1.26 1.29
C 0.32 2.17 1.23
H 1.33 3.01 -0.39
H -0.33 1.69 -1.97
H -1.92 0.13 -0.02
H -1.17 0.92 2.19
H 0.57 2.58 2.18
C -0.58 -2.42 -1.32
C 0.61 -1.96 -1.03
C 1.71 -1.89 -0.01
S 2.08 -1.34 -1.68
H -0.90 -2.08 -2.22
H -1.20 -2.64 -0.43
H 1.58 -1.06 0.71
H 2.37 -2.71 0.28

Entry 2:
11
Properties=species:S:1:pos:R:3 method="wB97M-V/def2-TZVPD" de_lowest_kcal_mol=37.6 gap_ev=9.4629 charge=0 smiles=C[C@@]1(S)CS1
C 0.02 -1.07 -0.77
C -0.26 0.27 0.03
S -1.71 0.30 1.13
C 1.11 1.06 0.77
S 0.37 1.83 -0.65
H 1.00 -1.43 -0.71
H -0.19 -0.86 -1.79
H -0.72 -1.81 -0.43
H -2.53 -0.31 0.11
H 0.94 1.57 1.67
H 1.97 0.44 0.64

Entry 3:
12
Properties=species:S:1:pos:R:3 method="wB97M-V/def2-TZVPD" de_lowest_kcal_mol=87.9 gap_ev="7.6931 / 7.6924" charge=+1
C -0.29 -1.02 0.25
C -1.64 0.79 -0.21
C 0.39 0.23 0.02
C -1.61 -0.74 0.08
C 1.81 0.27 -0.05
N -0.46 1.29 -0.22
H 0.18 -1.97 0.27
H -2.54 1.49 -0.40
H -2.51 -1.30 0.61
H 2.28 -0.80 0.31
H 2.13 1.26 0.37
H 2.26 0.51 -1.04

Entry 4:
17
Properties=species:S:1:pos:R:3 method="wB97M-V/def2-TZVPD" s_squared=0.779 de_lowest_kcal_mol=30.8 gap_ev="9.3024 / 7.3187" multiplicity=2 charge=+1
C -0.44 -2.77 -0.20
C 0.21 -1.62 0.12
C 0.06 -0.39 -0.57
C 0.98 0.65 -0.30
O 2.27 0.27 -0.04
C 0.75 2.12 -0.33
H -0.51 -3.60 0.50
H -0.93 -2.89 -1.16
H 0.75 -1.53 1.05
H -0.70 0.09 -1.19
H 2.39 0.28 0.95
H 0.81 2.43 0.72
H -0.23 2.28 -0.77
H 1.55 2.62 -0.86
H -2.10 -0.03 0.70
H -2.12 1.42 0.64
O -2.72 0.68 0.72

Entry 5:
54
Properties=species:S:1:pos:R:3 method="wB97M-V/def2-TZVPD" s_squared=2.007 de_lowest_kcal_mol=3.8 gap_ev="6.1887 / 6.6798" multiplicity=3 charge=0
P -0.23 -1.91 -1.64
P 0.13 1.85 -1.97
C -0.52 -0.68 -3.03
C 0.33 0.59 -3.25
H -1.60 -0.49 -3.06
H -0.31 -1.28 -3.93
H 1.40 0.32 -3.31
H 0.03 1.05 -4.20
C -1.38 2.75 -2.52
H -1.69 3.44 -1.72
H -2.16 1.99 -2.71
H -1.14 3.30 -3.44
C 1.47 3.07 -2.15
H 1.26 3.77 -2.98
H 2.41 2.52 -2.33
H 1.53 3.63 -1.20
C -1.28 -3.26 -2.22
H -1.30 -4.04 -1.44
H -0.78 -3.64 -3.13
H -2.28 -2.88 -2.46
C 1.44 -2.51 -2.01
H 2.10 -1.66 -2.23
H 1.32 -3.15 -2.91
H 1.82 -3.13 -1.18
Pd 1.09 -1.76 2.82
C 0.25 2.34 0.84
C -1.04 1.91 0.96
C -1.76 0.82 0.18
C -1.73 -0.72 0.51
C -0.54 -1.60 0.09
C 0.82 -1.15 0.72
C 1.33 0.13 0.15
C 1.42 1.39 1.05
C 0.46 -2.76 4.35
H 0.49 3.40 0.96
H -1.56 2.21 1.88
H -1.56 0.87 -0.92
H -2.84 1.10 0.28
H -1.90 -0.90 1.58
H -2.60 -1.13 -0.03
H -0.73 -2.58 0.60
H 1.58 -1.94 0.51
H 0.67 0.38 -0.75
H 2.35 -0.10 -0.20
H 1.51 0.99 2.08
H 2.32 1.95 0.77
H 1.27 -2.53 5.04
H 0.47 -3.80 4.04
H -0.51 -2.41 4.71
N 0.47 -0.14 3.95
C 0.18 0.66 4.77
N -0.21 1.68 5.46
C -0.14 1.87 6.75
N -0.15 2.13 7.88

Entry 6:
21
Properties=species:S:1:pos:R:3 method="wB97M-V/def2-TZVPD" de_lowest_kcal_mol=50.2 gap_ev=7.9739 charge=0 smiles="C=C(C)/C=P/C.CS"
C 4.28 0.82 -0.05
C 3.54 -0.27 0.11
C 4.10 -1.63 0.55
C 2.11 -0.31 -0.02
P 1.28 1.13 -0.48
C -0.53 0.67 -0.39
H 3.84 1.77 -0.19
H 5.27 0.66 -0.04
H 3.59 -2.16 1.46
H 5.07 -1.33 0.81
H 3.97 -2.39 -0.25
H 1.50 -1.22 0.17
H -0.87 -0.01 -1.18
H -1.06 1.68 -0.73
H -0.98 0.52 0.56
C -6.25 0.43 -0.52
S -4.57 0.52 0.44
H -6.85 0.12 0.26
H -6.09 -0.40 -1.27
H -6.41 1.37 -0.93
H -4.97 0.03 1.70